Entry from OMol25: a cluster of 3 separate species, C3H14NO2S2 in total at a distorted geometry (the ωB97M-V functional and the def2-TZVPD basis).

Computed properties:
HOMO-LUMO gap (eV): 9.5
E_HOMO (eV): -12.430
Charge: +1
LUMO level (eV): -2.95
ΔE to the lowest compared entry with this formula, charge and spin (eV): 0.693
DFT total energy (Ha): -1124.069974

The geometry in XYZ format:
```
22
Properties=species:S:1:pos:R:3:nbo_charge:R:1
N 0.14220 1.16517 1.69621 -0.692
C 0.55875 1.34365 0.24015 -0.058
C -0.30803 2.37759 -0.44455 -0.653
C 0.48710 0.00729 -0.42553 -0.592
S 1.82839 -1.10691 0.17025 0.054
S 1.34620 -2.72078 1.31020 -0.094
H -0.42390 1.96539 2.00744 0.440
H -0.52484 0.39000 1.75659 0.469
H 0.91852 1.00146 2.32923 0.450
H 1.55533 1.73428 0.33636 0.230
H 0.04237 3.40110 -0.37262 0.245
H -0.31607 2.26178 -1.52542 0.259
H -1.34313 2.40199 -0.08505 0.222
H -0.47335 -0.49361 -0.25508 0.252
H 0.52937 -0.07120 -1.50943 0.300
H 1.47688 -3.64460 0.34362 0.147
H -0.20041 -2.29560 -3.54306 0.482
H 1.26356 -1.98736 -3.42866 0.481
O 0.41354 -1.74686 -3.04159 -0.958
H -2.14255 -1.90302 1.97316 0.499
H -2.72110 -1.07111 0.85955 0.490
O -2.10887 -1.00866 1.60821 -0.973
```


Entry from OMol25: a structure of composition C17H35MgO16 at a distorted geometry (the ωB97M-V functional and the def2-TZVPD basis).

Computed properties:
HOMO-LUMO gap (eV): 8.1
E_HOMO (eV): -10.164
Charge: +1
LUMO level (eV): -2.02
ΔE to the lowest compared entry with this formula, charge and spin (eV): 3.604
DFT total energy (Ha): -2072.540581

The geometry in XYZ format:
```
69
Properties=species:S:1:pos:R:3:nbo_charge:R:1
Mg -0.40178 -0.11917 0.05199 1.804
C -1.79846 1.82524 3.98360 -0.638
C -2.03326 0.73310 2.86521 -0.028
O -1.18330 0.61737 1.70309 -1.106
H -1.80921 2.87689 3.69721 0.190
H -0.90631 1.61612 4.57388 0.192
H -2.59145 1.76746 4.72921 0.211
H -3.07774 0.87822 2.58935 0.120
H -2.14368 -0.17106 3.46387 0.126
C -3.03598 -2.09539 -2.48776 -0.276
O -3.22250 -2.84860 -1.33538 -0.467
C -2.58730 -2.43454 -0.20904 1.047
O -1.73760 -1.50509 -0.19118 -0.765
O -3.01364 -3.17768 0.80540 -0.457
C -2.30195 -3.19400 2.00199 -0.287
H -3.84885 -1.38431 -2.63508 0.183
H -3.17723 -2.70038 -3.38338 0.206
H -2.08510 -1.56323 -2.51501 0.218
H -2.94217 -3.58775 2.79141 0.213
H -2.22208 -2.16748 2.35974 0.209
H -1.30600 -3.62412 2.10770 0.202
C 2.84245 0.27801 2.41864 -0.265
O 2.96227 -1.12200 2.06468 -0.512
C 1.96493 -1.74850 1.35387 1.055
O 0.97868 -1.11630 0.90312 -0.740
O 1.99740 -3.17397 1.44385 -0.486
C 3.17168 -3.80913 1.91466 -0.264
H 1.85012 0.65889 2.17716 0.223
H 3.62460 0.72669 1.80624 0.189
H 3.00577 0.50543 3.47206 0.218
H 4.12442 -3.38005 1.60439 0.202
H 3.01561 -4.84462 1.61218 0.212
H 3.21036 -3.82705 3.00383 0.195
C 3.92224 3.07290 -0.17470 -0.253
O 2.89171 2.19680 -0.54351 -0.522
C 1.56372 2.36277 -0.10542 1.057
O 0.76877 1.44824 -0.25520 -0.710
O 1.32752 3.55029 0.57435 -0.515
C 0.03423 3.86777 1.11365 -0.280
H 4.84111 2.84837 -0.71632 0.210
H 4.07983 2.92442 0.89357 0.183
H 3.59626 4.09580 -0.36315 0.205
H -0.14505 4.93763 1.22029 0.217
H 0.04763 3.43274 2.11298 0.213
H -0.76857 3.27490 0.67533 0.222
C -4.56874 0.99248 -0.33773 -0.262
O -3.95244 1.98937 -1.14737 -0.467
C -2.69426 1.88071 -1.53156 1.031
O -1.86226 0.95768 -1.26014 -0.745
O -2.45598 3.00376 -2.24746 -0.481
C -1.12180 3.25955 -2.67139 -0.262
H -4.11931 1.07307 0.65203 0.208
H -4.39876 -0.03313 -0.66535 0.187
H -5.62923 1.22392 -0.23831 0.215
H -1.11999 3.75357 -3.64301 0.212
H -0.67071 2.27494 -2.79449 0.202
H -0.55401 3.77662 -1.89786 0.182
C 3.38613 -0.29343 -2.16218 -0.249
O 2.59598 -1.25784 -2.85937 -0.522
C 1.23173 -1.41421 -2.56255 1.046
O 0.45899 -0.74588 -1.85298 -0.706
O 0.77062 -2.43450 -3.25800 -0.491
C 1.47180 -3.42639 -3.98731 -0.261
H 4.40355 -0.52411 -2.47801 0.205
H 3.29382 -0.41778 -1.08324 0.186
H 3.16496 0.69944 -2.55384 0.202
H 0.91310 -3.66790 -4.89154 0.209
H 1.48067 -4.33739 -3.38891 0.197
H 2.49412 -3.23420 -4.31292 0.211
```


Entry from OMol25: a structure of composition C22H48F3InNO8P2 at a distorted geometry (the ωB97M-V functional and the def2-TZVPD basis).

Computed properties:
HOMO-LUMO gap (eV): 6.1
E_HOMO (eV): -3.963
Charge: -1
LUMO level (eV): 2.12
DFT total energy (Ha): -2696.076546

The geometry in XYZ format:
```
85
Properties=species:S:1:pos:R:3:mulliken_charge:R:1
C -0.21522 -0.25697 1.60633 -0.902
C -0.59888 -0.96172 0.53057 -0.040
C -1.68694 -0.62202 -0.41120 -0.838
In -1.01255 0.98898 -1.86860 0.793
C -0.67087 -0.09631 -3.80356 -1.203
C 0.83733 1.88566 -0.99804 -1.122
C 1.22736 3.27083 -1.56254 -0.367
C 2.55535 3.36012 -2.22639 0.452
F 3.58659 2.64105 -1.71243 -0.255
C 2.71313 4.20145 -3.29631 0.003
F 2.26519 3.94052 -4.52004 -0.207
F 3.33749 5.39293 -3.21522 -0.239
N -2.55181 2.42923 -2.26316 -0.556
C -3.03341 3.14284 -1.06310 -0.171
C -4.30649 2.44455 -0.57809 -1.033
H -0.87281 0.37432 2.19322 0.280
H 0.81027 -0.36475 1.94615 0.257
H -0.03531 -1.87227 0.32859 0.262
H -1.98308 -1.51146 -0.97301 0.206
H -2.55873 -0.26473 0.15021 0.181
H -0.40234 -1.14228 -3.64839 0.231
H -1.65344 -0.11912 -4.29122 0.264
H -0.00412 0.42050 -4.49558 0.271
H 1.67815 1.19955 -1.09151 0.491
H 0.66448 1.98972 0.07592 0.312
H 1.31325 3.96414 -0.71106 0.166
H 0.48862 3.70532 -2.24728 0.333
H -2.14991 3.07500 -2.93387 0.143
H -2.24286 3.13070 -0.30031 0.111
H -3.27502 4.17313 -1.34830 0.429
H -4.93036 2.23947 -1.44480 0.279
H -4.03501 1.51170 -0.08482 0.106
H -4.84337 3.07881 0.13454 0.383
O 4.62313 2.93134 2.12940 -0.657
P 5.50702 3.80548 2.93103 0.950
O 4.57712 5.05110 3.43720 -0.312
C 3.33227 4.80002 4.08298 -0.289
C 3.50544 4.56546 5.57308 -0.957
O 6.40895 4.55216 1.80962 -0.366
C 6.40914 4.10129 0.45121 -0.415
C 5.38210 4.84594 -0.37431 -0.867
O 6.72462 4.02072 4.00983 -0.370
C 6.84267 3.21426 5.18610 -0.228
C 6.40658 1.77648 4.99425 -1.151
H 2.81709 3.95686 3.61707 0.292
H 2.71811 5.68693 3.92393 0.348
H 3.99089 3.60345 5.76038 0.182
H 2.53787 4.54887 6.07660 0.417
H 4.12107 5.34778 6.01892 0.239
H 6.24852 3.02526 0.40019 0.338
H 7.40893 4.29171 0.05547 0.331
H 4.40533 4.85510 0.10833 0.239
H 5.27933 4.39153 -1.35804 0.271
H 5.68064 5.88902 -0.50031 0.325
H 6.28980 3.68441 6.00462 0.247
H 7.89564 3.23608 5.47195 0.324
H 5.36362 1.71053 4.66567 0.354
H 6.50355 1.22111 5.92702 0.370
H 7.01904 1.28789 4.23448 0.365
O -6.06678 -5.96150 -2.00459 -0.791
P -4.61538 -5.69984 -1.81105 0.932
O -4.43103 -5.83825 -0.18230 -0.290
C -4.90658 -6.98452 0.50648 -0.340
C -3.89555 -8.11800 0.48945 -0.948
O -4.48834 -4.10165 -1.99764 -0.212
C -5.54126 -3.33954 -2.59157 -0.376
C -6.47507 -2.78986 -1.53254 -1.015
O -3.00780 -5.82874 -2.12236 -0.292
C -2.40772 -7.04357 -2.57686 -0.240
C -3.29020 -7.85797 -3.49938 -1.198
H -5.86335 -7.31587 0.09420 0.283
H -5.08377 -6.67355 1.53720 0.347
H -3.81036 -8.54677 -0.51311 0.180
H -4.20046 -8.91920 1.16510 0.418
H -2.91030 -7.76066 0.78951 0.244
H -6.07922 -3.93393 -3.32986 0.360
H -5.07595 -2.51164 -3.12768 0.378
H -6.79414 -3.56603 -0.83690 0.273
H -7.35874 -2.34313 -1.99154 0.364
H -5.96727 -2.02475 -0.94380 0.245
H -2.09076 -7.63625 -1.71414 0.246
H -1.49789 -6.75945 -3.10724 0.329
H -4.23661 -8.12922 -3.01701 0.364
H -2.78571 -8.77715 -3.79720 0.370
H -3.53291 -7.28868 -4.39847 0.368
```


Entry from OMol25: the molecule C6H13N at a distorted geometry (the ωB97M-V functional and the def2-TZVPD basis).

Computed properties:
SMILES string: CCC/C=C/NC
HOMO-LUMO gap (eV): 8.9
E_HOMO (eV): -7.785
LUMO level (eV): 1.12
ΔE to the lowest compared entry with this formula, charge and spin (eV): 1.487
DFT total energy (Ha): -291.104121

The geometry in XYZ format:
```
20
Properties=species:S:1:pos:R:3:nbo_charge:R:1
C 0.45633 0.62046 2.21279 -0.624
C -0.09588 1.91177 1.46007 -0.391
C 0.33227 1.76417 0.02055 -0.418
C -0.32092 0.74734 -0.90136 -0.286
C -0.26748 -0.59305 -0.74887 -0.001
N -0.91689 -1.44209 -1.66749 -0.617
C -0.24582 -2.78702 -1.64369 -0.416
H 0.98875 -0.17688 1.71635 0.200
H 1.19450 0.99068 2.93743 0.203
H -0.30535 0.12542 2.80574 0.205
H 0.49722 2.75120 1.84438 0.203
H -1.15843 1.94180 1.65673 0.210
H 1.44266 1.66127 -0.00699 0.199
H 0.18176 2.77293 -0.45756 0.197
H -0.88030 1.25342 -1.67366 0.199
H 0.32578 -1.12598 -0.03035 0.191
H -1.06232 -1.07323 -2.59191 0.374
H -0.58774 -3.31553 -0.76652 0.196
H 0.83904 -2.71826 -1.58583 0.173
H -0.41717 -3.30842 -2.57980 0.203
```